{"formula": "C45H42CuN3O5PSSi", "method": "the ωB97M-V functional and the def2-TZVPD basis", "elements": ["Cu", "O", "C", "C", "C", "C", "C", "C", "C", "P", "C", "C", "C", "C", "C", "C", "C", "C", "C", "C", "C", "C", "H", "H", "H", "H", "H", "H", "H", "H", "H", "H", "H", "H", "H", "H", "C", "C", "C", "C", "C", "C", "Si", "C", "C", "C", "C", "C", "C", "C", "C", "C", "C", "C", "C", "H", "H", "H", "H", "H", "H", "H", "H", "H", "H", "H", "H", "H", "H", "H", "C", "C", "S", "O", "O", "C", "C", "N", "C", "N", "C", "C", "N", "O", "O", "C", "H", "H", "H", "H", "H", "H", "H", "H", "H", "H", "H", "H", "H"], "xyz": [[0.662, 0.443, 0.532], [3.372, 0.898, 1.285], [2.551, 0.040, 1.073], [2.916, -1.426, 1.217], [4.088, -1.754, 1.892], [4.427, -3.080, 2.084], [3.600, -4.087, 1.602], [2.437, -3.767, 0.918], [2.088, -2.433, 0.715], [0.580, -1.950, -0.189], [-0.484, -3.419, -0.004], [-1.219, -3.517, 1.178], [-2.030, -4.617, 1.410], [-2.127, -5.622, 0.457], [-1.410, -5.524, -0.727], [-0.589, -4.429, -0.958], [1.076, -1.982, -1.944], [0.075, -1.712, -2.881], [0.371, -1.623, -4.232], [1.685, -1.768, -4.664], [2.687, -2.024, -3.741], [2.385, -2.141, -2.388], [4.703, -0.950, 2.277], [5.333, -3.336, 2.621], [3.862, -5.126, 1.758], [1.797, -4.559, 0.549], [-1.170, -2.723, 1.914], [-2.596, -4.680, 2.331], [-2.766, -6.478, 0.635], [-1.485, -6.305, -1.474], [-0.026, -4.365, -1.880], [-0.952, -1.589, -2.545], [-0.419, -1.439, -4.950], [1.924, -1.681, -5.717], [3.713, -2.132, -4.071], [3.177, -2.344, -1.677], [2.675, -1.793, 5.810], [1.841, -2.455, 4.917], [1.071, -1.727, 4.023], [1.107, -0.329, 3.995], [1.943, 0.315, 4.906], [2.724, -0.407, 5.802], [0.022, 0.589, 2.749], [0.013, 2.421, 3.202], [1.174, 3.177, 2.996], [1.201, 4.538, 3.262], [0.060, 5.179, 3.729], [-1.103, 4.449, 3.931], [-1.122, 3.083, 3.672], [-1.722, -0.105, 3.025], [-2.630, -0.204, 1.970], [-3.912, -0.706, 2.152], [-4.310, -1.131, 3.412], [-3.424, -1.047, 4.479], [-2.146, -0.540, 4.285], [3.280, -2.356, 6.510], [1.793, -3.538, 4.914], [0.431, -2.266, 3.331], [1.993, 1.398, 4.920], [3.368, 0.118, 6.497], [2.068, 2.691, 2.612], [2.112, 5.101, 3.100], [0.078, 6.242, 3.934], [-1.996, 4.942, 4.296], [-2.038, 2.525, 3.842], [-2.313, 0.096, 0.973], [-4.592, -0.780, 1.312], [-5.306, -1.530, 3.562], [-3.730, -1.380, 5.463], [-1.461, -0.492, 5.125], [-3.653, 5.149, -4.340], [-3.539, 3.836, -5.095], [-2.070, 3.718, -6.103], [-1.823, 5.000, -6.700], [-2.201, 2.535, -6.914], [-0.759, 3.408, -4.930], [-0.708, 1.939, -4.535], [0.176, 1.709, -3.396], [-0.244, 1.563, -2.121], [0.766, 1.272, -1.317], [1.889, 1.218, -2.083], [1.537, 1.473, -3.371], [2.388, 1.542, -4.509], [1.906, 1.939, -5.559], [3.541, 1.198, -4.354], [-1.655, 1.685, -1.675], [-4.597, 5.179, -3.797], [-3.616, 5.990, -5.028], [-2.848, 5.269, -3.613], [-4.351, 3.689, -5.809], [-3.535, 2.966, -4.433], [-0.910, 4.066, -4.072], [0.159, 3.710, -5.433], [-0.371, 1.340, -5.374], [-1.690, 1.575, -4.241], [2.865, 1.009, -1.679], [-2.298, 0.949, -2.162], [-2.058, 2.681, -1.873], [-1.685, 1.512, -0.600]], "lowdin_spin": [0.253, 0.129, 0.228, 0.059, 0.008, 0.003, -0.003, 0.000, 0.000, 0.018, 0.002, 0.000, 0.000, 0.000, 0.000, 0.000, 0.002, 0.001, 0.000, 0.000, 0.000, 0.000, 0.001, 0.001, 0.000, 0.000, 0.000, 0.000, 0.000, 0.000, 0.000, 0.000, 0.000, 0.000, 0.000, 0.000, 0.002, 0.000, 0.002, 0.001, 0.001, 0.000, 0.115, 0.021, 0.007, -0.001, 0.007, 0.000, 0.009, 0.036, 0.016, 0.000, 0.002, 0.001, 0.006, 0.000, 0.000, 0.000, 0.000, 0.000, 0.000, 0.000, 0.001, 0.000, 0.000, 0.012, 0.000, 0.000, 0.000, 0.000, 0.000, 0.000, 0.000, 0.000, 0.000, 0.000, 0.001, 0.002, 0.006, 0.020, 0.005, 0.000, 0.000, 0.000, 0.000, 0.011, 0.000, 0.000, 0.000, 0.000, 0.000, 0.000, 0.000, 0.000, 0.000, 0.001, 0.000, 0.001, 0.012], "spin_multiplicity": 2, "e_tot_ha": -4949.8965, "e_lumo_ev": [-0.814, -0.837], "molar_mass_g_mol": 859.520, "charge": 0, "s2": 0.76, "e_above_lowest_ev": 0.0000, "fmax_ev_per_a": 0.44}


{"formula": "CH3Cl2OPS", "method": "the ωB97M-V functional and the def2-TZVPD basis", "elements": ["C", "O", "P", "S", "Cl", "Cl", "H", "H", "H"], "xyz": [[-0.850, -0.118, 0.521], [1.761, -0.556, 1.630], [0.420, 0.210, -0.756], [2.121, -0.543, 0.190], [-2.269, -0.909, -0.060], [-0.139, 1.963, -1.774], [-1.166, 0.855, 0.930], [-0.201, -0.555, 1.291], [0.324, -0.347, -1.971]], "mulliken_charge": [-0.409, -0.585, 0.435, 0.180, -0.130, -0.275, 0.331, 0.369, 0.084], "e_tot_ha": -1775.0084, "e_lumo_ev": [-0.808, -0.808], "molar_mass_g_mol": 164.981, "charge": 0, "e_above_lowest_ev": 4.2136, "fmax_ev_per_a": 1.91}


{"formula": "C25H44OP2Pb", "method": "the ωB97M-V functional and the def2-TZVPD basis", "elements": ["Pb", "C", "C", "C", "C", "C", "C", "H", "H", "H", "C", "H", "H", "H", "C", "H", "H", "H", "C", "H", "H", "H", "C", "H", "H", "H", "C", "C", "C", "C", "C", "C", "C", "C", "H", "H", "H", "H", "H", "H", "H", "H", "H", "H", "H", "H", "P", "C", "C", "P", "C", "C", "C", "H", "H", "H", "H", "H", "H", "H", "H", "H", "H", "H", "H", "H", "H", "C", "C", "O", "H", "H", "H"], "xyz": [[-0.440, 0.138, -0.451], [-0.104, -2.132, 1.212], [0.041, -1.074, 2.150], [-2.033, -0.825, 1.138], [-1.371, -1.975, 0.545], [-1.131, -0.268, 2.118], [0.854, -3.222, 0.971], [1.893, -2.936, 1.167], [0.816, -3.588, -0.062], [0.646, -4.088, 1.612], [-1.891, -2.781, -0.580], [-1.122, -3.424, -1.018], [-2.250, -2.164, -1.414], [-2.740, -3.404, -0.267], [-3.347, -0.270, 0.748], [-4.167, -0.837, 1.203], [-3.527, -0.311, -0.331], [-3.459, 0.788, 1.010], [-1.417, 0.916, 2.945], [-1.949, 0.655, 3.873], [-2.052, 1.643, 2.416], [-0.517, 1.465, 3.245], [1.155, -0.908, 3.096], [0.961, -1.320, 4.097], [1.413, 0.144, 3.249], [2.074, -1.382, 2.740], [1.642, 0.006, -1.904], [2.225, -0.646, -0.830], [3.124, 0.045, 0.132], [2.761, 1.507, 0.589], [1.335, 1.865, 0.844], [0.482, 2.368, -0.126], [0.947, 2.625, -1.530], [1.822, 1.454, -2.248], [4.122, 0.103, -0.303], [3.213, 2.179, -0.125], [3.256, -0.577, 1.015], [2.858, 1.776, -2.128], [1.108, -0.620, -2.641], [2.156, -1.727, -0.743], [1.554, 1.554, -3.296], [0.073, 2.789, -2.149], [-0.507, 2.790, 0.162], [1.536, 3.540, -1.621], [3.299, 1.658, 1.518], [1.015, 1.803, 1.886], [4.935, 4.326, -1.336], [5.274, 3.968, -3.116], [6.674, 4.300, -0.722], [3.572, 6.745, -0.120], [4.714, 6.164, -1.464], [4.808, 7.617, 0.939], [2.884, 8.229, -0.975], [4.340, 4.097, -3.680], [5.600, 2.924, -3.214], [6.043, 4.638, -3.519], [7.333, 4.897, -1.362], [7.017, 3.257, -0.713], [6.700, 4.681, 0.306], [3.673, 8.880, -1.363], [2.256, 8.783, -0.266], [2.247, 7.882, -1.800], [4.239, 6.391, -2.430], [5.689, 6.670, -1.377], [4.265, 8.179, 1.709], [5.430, 8.302, 0.354], [5.438, 6.869, 1.437], [-2.934, -0.105, -2.826], [-1.584, 0.281, -2.349], [-0.847, 0.974, -3.026], [-3.482, 0.838, -2.949], [-3.458, -0.741, -2.134], [-2.742, -0.630, -3.790]], "mulliken_charge": [1.243, 0.470, 0.979, 0.007, 0.035, 0.479, -1.816, 0.444, 0.459, 0.335, -1.067, 0.314, 0.200, 0.331, -0.852, 0.383, 0.197, 0.266, -1.584, 0.358, 0.342, 0.378, -1.575, 0.374, 0.327, 0.392, -0.777, -0.294, -1.039, -0.418, -0.363, -0.357, -1.063, -0.971, 0.572, -0.452, 0.465, 0.389, 0.963, 0.758, 0.473, 0.478, 0.860, 0.422, 0.742, 0.524, 0.573, -1.342, -1.250, 0.235, -1.042, -1.190, -1.150, 0.346, 0.398, 0.421, 0.402, 0.381, 0.325, 0.333, 0.395, 0.337, 0.492, 0.425, 0.411, 0.365, 0.293, -1.500, 0.271, -0.354, 0.370, 0.366, 0.355], "e_tot_ha": -1929.0208, "e_lumo_ev": [-8.797, -8.795], "molar_mass_g_mol": 629.774, "charge": 2, "e_above_lowest_ev": 1.0147, "fmax_ev_per_a": 3.78}


{"formula": "C4HF3", "method": "the ωB97M-V functional and the def2-TZVPD basis", "elements": ["C", "C", "C", "C", "F", "F", "F", "H"], "xyz": [[2.698, 0.090, -0.210], [1.678, -0.221, 0.407], [0.193, -0.657, 0.173], [-0.854, 0.374, -0.047], [-1.700, 0.386, 1.004], [-0.371, 1.607, -0.184], [-1.613, 0.108, -1.121], [-0.031, -1.688, -0.022]], "mulliken_charge": [-0.198, -0.118, -0.350, 0.956, -0.233, -0.212, -0.237, 0.392], "e_tot_ha": -452.3974, "e_lumo_ev": [-3.099, -2.678], "molar_mass_g_mol": 106.046, "charge": 0, "e_above_lowest_ev": 1.0698, "fmax_ev_per_a": 10.62}


{"formula": "CH9NO5", "method": "the ωB97M-V functional and the def2-TZVPD basis", "elements": ["N", "C", "O", "O", "H", "H", "H", "O", "H", "H", "O", "H", "H", "O", "H", "H"], "xyz": [[-1.712, 0.959, 0.464], [-1.873, -0.255, -0.230], [-2.831, -0.400, -0.983], [-1.150, -1.260, 0.185], [-0.840, 1.015, 0.950], [-2.647, 1.368, 0.623], [-1.279, -2.012, -0.393], [2.327, 0.218, -0.084], [2.894, -0.176, 0.529], [2.150, -0.305, -0.852], [0.982, -1.610, -1.541], [0.499, -1.503, -0.737], [0.346, -1.349, -2.210], [0.781, 1.623, 1.692], [1.404, 1.150, 1.074], [0.949, 2.539, 1.514]], "mulliken_charge": [-0.343, 0.593, -0.616, -0.589, 0.308, 0.229, 0.369, -0.708, 0.304, 0.343, -0.719, 0.492, 0.323, -0.723, 0.408, 0.330], "e_tot_ha": -474.4775, "e_lumo_ev": 0.403, "molar_mass_g_mol": 115.085, "charge": 0, "smiles": "NC(=O)O.O.O.O", "e_above_lowest_ev": 0.7505, "fmax_ev_per_a": 5.31}


{"formula": "CH8N2O2Si2", "method": "the ωB97M-V functional and the def2-TZVPD basis", "elements": ["N", "C", "O", "N", "Si", "O", "Si", "H", "H", "H", "H", "H", "H", "H", "H"], "xyz": [[-2.794, -0.016, 0.275], [-1.461, -0.274, 0.036], [-0.954, -1.349, 0.095], [-0.807, 0.860, -0.352], [1.039, 0.650, -0.498], [1.843, 1.477, 0.614], [1.578, -1.479, 0.173], [-2.892, 0.928, 0.078], [-3.476, -0.721, 0.089], [-1.284, 1.673, -0.102], [1.344, 1.474, -1.984], [2.304, 2.344, 0.585], [2.992, -1.676, 0.011], [1.005, -2.452, -0.671], [1.561, -1.439, 1.651]], "mulliken_charge": [-0.379, 0.603, -0.551, -0.310, 0.176, -0.446, 0.622, 0.150, 0.245, 0.223, -0.116, 0.327, -0.279, -0.151, -0.114], "e_tot_ha": -881.9123, "e_lumo_ev": 0.561, "molar_mass_g_mol": 136.259, "charge": 0, "smiles": "NC(=O)N[Si@@H](O)[SiH3]", "e_above_lowest_ev": 1.1363, "fmax_ev_per_a": 3.57}